This record from the OMol25 dataset describes one molecule with the formula C5H8O2. The level of theory is the ωB97M-V functional and the def2-TZVPD basis.

Geometry as XYZ:
```
15
Properties=species:S:1:pos:R:3:forces:R:3
C 3.5032 1.2064 0.3551 -0.90 -0.26 0.14
C 2.5171 0.6012 0.0044 0.11 0.09 0.05
C 1.3781 -0.1305 -0.6229 0.08 0.07 -0.11
O 0.1383 0.0907 0.0576 0.01 0.07 0.16
C -0.9829 -0.7669 -0.1898 -0.07 -0.15 -0.16
C -2.1975 -0.3147 0.6189 0.21 -0.45 -0.03
O -2.6300 0.9971 0.3189 0.46 0.08 -0.11
H 4.2945 1.7932 0.7831 -0.18 -0.30 -0.28
H 1.3608 0.2412 -1.6574 -0.40 -0.06 0.06
H 1.6154 -1.1995 -0.6929 -0.06 0.06 0.24
H -1.3244 -0.7601 -1.2374 0.54 0.19 -0.03
H -0.8014 -1.8233 0.0840 0.33 0.35 -0.04
H -2.9935 -1.0065 0.2960 0.08 0.28 0.26
H -2.0387 -0.4713 1.7018 0.05 0.25 -0.32
H -1.8389 1.5431 0.1806 -0.26 -0.20 0.18
```
Positions in Å, forces in eV/Å.

Relative energy (zero: lowest compared OMol25 entry of this formula, charge and spin) = 73.0 kcal/mol
E = -9406.6672 eV
Charge = 0
SMILES = C#CCOCCO

natural (NBO) atomic charge list, values in e, 5 entries: C -0.2165; C -0.0350; C -0.1230; O -0.5505; C -0.0903